1.
A 12-piece molecular cluster, C57H99O26P overall in a non-equilibrium geometry. Source: the Open Molecules 2025 dataset; level of theory: ωB97M-V/def2-TZVPD.

Structure (XYZ):
```
183
C57H99O26P ωB97M-V/def2-TZVPD
C -5.718 1.882 -1.046
C -4.612 1.306 -1.691
C -4.569 -0.070 -1.840
C -5.564 -0.899 -1.351
C -6.650 -0.345 -0.706
C -6.750 1.048 -0.612
O -7.799 1.617 0.073
O -3.545 -0.646 -2.531
H -5.817 2.954 -0.942
H -3.758 1.900 -1.988
H -5.559 -1.980 -1.403
H -7.417 -0.910 -0.190
H -8.563 1.037 0.145
H -2.710 -0.138 -2.426
C -4.644 0.345 3.472
C -5.525 1.089 2.725
C -6.518 1.870 3.344
C -6.666 1.835 4.706
C -5.767 1.077 5.472
C -4.762 0.345 4.870
O -3.855 -0.449 5.519
O -7.279 2.746 2.626
H -3.873 -0.278 3.039
H -5.503 0.999 1.644
H -7.377 2.455 5.232
H -5.937 1.026 6.542
H -3.820 -0.263 6.463
H -7.487 2.440 1.728
C 6.141 1.580 -4.794
C 5.148 1.692 -3.823
C 5.415 1.330 -2.496
C 6.686 0.891 -2.153
C 7.640 0.723 -3.165
C 7.354 1.017 -4.479
O 8.287 0.808 -5.468
O 4.389 1.279 -1.611
H 5.895 1.896 -5.799
H 4.191 2.111 -4.099
H 6.864 0.474 -1.173
H 8.550 0.227 -2.842
H 9.071 0.387 -5.108
H 4.539 0.794 -0.778
C -4.068 3.450 -5.982
C -3.689 2.828 -7.161
C -2.695 1.881 -7.219
C -1.937 1.627 -6.088
C -2.289 2.239 -4.881
C -3.319 3.145 -4.844
O -3.533 3.831 -3.665
O -2.292 1.388 -8.446
H -4.758 4.281 -6.014
H -4.302 2.981 -8.044
H -1.057 0.996 -6.112
H -1.671 2.059 -4.011
H -4.270 4.443 -3.739
H -1.487 0.880 -8.312
C 0.348 -3.818 -8.006
C -0.076 -3.585 -6.679
C 0.806 -3.799 -5.632
C 2.103 -4.198 -5.901
C 2.484 -4.465 -7.191
C 1.624 -4.244 -8.279
O 2.068 -4.512 -9.540
O 0.418 -3.617 -4.330
H -0.383 -3.584 -8.769
H -1.117 -3.337 -6.525
H 2.862 -4.356 -5.146
H 3.484 -4.843 -7.376
H 2.893 -5.002 -9.501
H -0.453 -3.212 -4.272
C 1.853 0.637 0.326
O 0.984 0.967 -0.748
P -0.438 0.280 -0.881
O -1.098 0.453 -2.197
O -0.209 -1.231 -0.437
C 0.714 -2.037 -1.174
O -1.215 0.877 0.381
C -2.438 0.275 0.848
H 1.420 0.069 1.152
H 2.258 1.558 0.740
H 2.688 0.034 -0.031
H 0.167 -2.674 -1.869
H 1.260 -2.760 -0.567
H 1.419 -1.384 -1.687
H -3.267 0.977 0.790
H -2.254 -0.003 1.886
H -2.646 -0.630 0.275
C 3.749 1.417 3.698
O 4.281 0.509 2.759
C 5.510 0.935 2.201
C 6.014 -0.268 1.430
O 5.077 -0.527 0.383
C 4.842 -1.926 0.227
H 4.510 1.799 4.384
H 2.936 0.967 4.267
H 3.275 2.281 3.222
H 6.217 1.193 2.998
H 5.448 1.810 1.544
H 6.188 -1.095 2.115
H 6.932 0.026 0.913
H 5.789 -2.451 0.090
H 4.196 -2.106 -0.628
H 4.358 -2.324 1.120
C 3.586 0.173 8.477
O 2.216 0.391 8.222
C 2.020 0.534 6.827
C 0.537 0.705 6.526
O 0.331 0.433 5.169
C -1.044 0.131 4.878
H 3.923 0.324 9.505
H 4.187 0.956 7.991
H 3.852 -0.822 8.119
H 2.345 -0.324 6.227
H 2.608 1.397 6.506
H 0.253 1.746 6.725
H -0.017 0.093 7.249
H -1.766 0.810 5.318
H -1.180 -0.879 5.271
H -1.079 0.049 3.794
C -2.988 3.788 3.410
O -3.109 4.865 2.515
C -3.677 4.458 1.294
C -3.819 5.613 0.322
O -2.616 6.213 -0.104
C -1.839 5.450 -0.961
H -2.878 2.799 2.958
H -3.866 3.792 4.069
H -2.128 3.940 4.067
H -4.718 4.117 1.414
H -3.142 3.594 0.881
H -4.444 6.377 0.780
H -4.271 5.209 -0.597
H -2.249 5.291 -1.970
H -1.586 4.450 -0.588
H -0.893 5.948 -1.179
C 1.523 -6.088 0.420
O 2.382 -5.939 -0.683
C 1.727 -5.671 -1.911
C 1.282 -6.964 -2.650
O 0.127 -7.575 -2.154
C -1.055 -6.993 -2.646
H 1.955 -6.687 1.219
H 0.579 -6.581 0.163
H 1.254 -5.100 0.815
H 2.448 -5.147 -2.536
H 0.893 -5.016 -1.632
H 2.147 -7.607 -2.474
H 1.185 -6.744 -3.719
H -1.020 -6.884 -3.737
H -1.294 -5.985 -2.282
H -1.872 -7.647 -2.348
C 1.125 3.893 0.783
O 1.956 3.883 1.901
C 3.032 4.772 1.871
C 3.944 4.721 0.646
O 3.386 5.448 -0.414
C 4.269 5.570 -1.521
H 0.247 3.252 0.894
H 1.620 3.664 -0.163
H 0.597 4.850 0.638
H 3.687 4.594 2.728
H 2.706 5.798 2.084
H 4.075 3.656 0.408
H 4.920 5.109 0.962
H 5.206 6.045 -1.214
H 3.709 6.134 -2.260
H 4.530 4.571 -1.893
C -1.254 -3.254 1.799
O -2.223 -2.895 2.780
C -1.755 -2.815 4.102
C -1.614 -4.198 4.737
O -0.486 -4.856 4.189
C -0.578 -6.256 4.308
H -0.960 -4.294 1.714
H -0.374 -2.608 1.923
H -1.628 -2.801 0.879
H -2.517 -2.272 4.674
H -0.864 -2.188 4.238
H -2.530 -4.759 4.528
H -1.556 -4.083 5.828
H 0.283 -6.682 3.793
H -1.519 -6.577 3.842
H -0.587 -6.717 5.304
```

As for the SMILES: COP(=O)(OC)OC.Oc1ccc(O)cc1.Oc1ccc(O)cc1.Oc1ccc(O)cc1.Oc1ccc(O)cc1.Oc1ccc(O)cc1.COCCOC.COCCOC.COCCOC.COCCOC.COCCOC.COCCOC. The energy above the lowest of the compared OMol25 structures with the same formula, charge and spin comes out at 0.00 kcal/mol. The highest occupied orbital energy comes out at -7.96 eV. The maximum force comes out at 2.1 eV/Å.

Atomic partial charges in e from the Löwdin method, atoms 1 to 5: -0.0016, -0.0055, -0.3440, -0.0076, -0.0232

---

2.
C58H114BN6O14Tl as an isolated structure in a non-equilibrium geometry. Source: the Open Molecules 2025 dataset; level of theory: ωB97M-V/def2-TZVPD.

Structure (XYZ):
```
194
C58H114BN6O14Tl ωB97M-V/def2-TZVPD
Tl -3.411 5.589 1.862
O 1.725 3.183 1.382
C 0.828 2.508 0.976
O 0.976 1.380 0.293
B -0.322 0.880 -0.175
O -1.310 1.743 0.537
C -0.698 2.744 1.096
O -1.230 3.674 1.656
O -0.622 -0.522 0.157
C -0.898 -1.128 -0.994
O -1.143 -2.297 -1.103
C -0.796 -0.111 -2.140
O -0.430 1.040 -1.629
O -1.074 -0.414 -3.266
C 6.388 5.399 1.287
C 5.564 6.383 2.083
C 6.305 7.739 2.146
C 6.186 8.560 0.877
C 4.708 8.716 0.521
C 3.940 7.412 0.316
N 4.193 6.560 1.498
O 3.532 5.347 1.373
C 2.466 7.667 0.148
C 4.382 6.782 -1.045
C 5.395 5.883 3.522
H 6.728 5.739 0.308
H 5.831 4.481 1.081
H 7.321 5.147 1.793
H 5.826 8.355 2.912
H 7.361 7.553 2.338
H 6.676 8.027 0.050
H 6.731 9.503 0.891
H 4.598 9.425 -0.299
H 4.264 9.207 1.396
H 1.997 8.239 0.957
H 2.180 8.263 -0.723
H 1.843 6.777 0.041
H 4.291 7.522 -1.837
H 5.382 6.352 -0.987
H 3.789 5.924 -1.378
H 6.370 5.893 4.026
H 5.215 4.805 3.502
H 4.741 6.397 4.221
H 4.008 4.841 0.692
C 3.880 -8.061 0.498
C 3.508 -6.550 0.625
C 4.205 -5.813 -0.490
C 3.553 -4.487 -0.893
C 2.128 -4.793 -1.315
C 1.288 -5.454 -0.216
N 2.028 -6.504 0.450
O 1.326 -7.134 1.468
C 0.832 -4.372 0.791
C 0.047 -5.941 -1.015
C 3.925 -5.912 1.962
H 4.963 -8.090 0.379
H 3.419 -8.478 -0.393
H 3.554 -8.611 1.378
H 5.227 -5.490 -0.277
H 4.302 -6.449 -1.373
H 4.141 -4.078 -1.717
H 3.475 -3.660 -0.182
H 2.088 -5.399 -2.225
H 1.549 -3.927 -1.647
H 0.133 -4.625 1.596
H 1.693 -3.878 1.243
H 0.190 -3.606 0.352
H -0.483 -5.164 -1.558
H 0.338 -6.758 -1.672
H -0.638 -6.316 -0.249
H 3.406 -4.970 2.146
H 4.998 -5.745 2.008
H 3.655 -6.561 2.800
H 1.468 -6.506 2.201
C -2.374 -3.879 3.447
C -2.395 -2.489 4.081
C -3.423 -1.602 3.382
C -4.843 -1.741 3.917
C -4.865 -1.581 5.414
C -4.009 -2.590 6.181
N -2.671 -2.607 5.556
O -1.800 -3.448 6.201
C -3.841 -2.122 7.621
C -4.718 -3.974 6.100
C -1.046 -1.808 3.941
H -3.371 -4.294 3.275
H -1.986 -4.696 4.065
H -1.804 -3.880 2.519
H -3.129 -0.551 3.380
H -3.491 -1.898 2.332
H -5.243 -2.718 3.630
H -5.528 -1.066 3.400
H -5.886 -1.729 5.794
H -4.790 -0.567 5.825
H -3.176 -2.789 8.172
H -3.329 -1.159 7.589
H -4.761 -2.065 8.199
H -4.820 -4.336 5.077
H -4.124 -4.705 6.654
H -5.715 -3.998 6.539
H -0.231 -2.487 4.214
H -0.910 -0.943 4.589
H -0.815 -1.543 2.907
H -1.935 -4.344 5.840
C -2.383 -1.916 -6.088
C -3.655 -1.883 -6.935
C -4.773 -2.620 -6.166
C -6.210 -2.364 -6.670
C -6.423 -0.854 -6.660
C -5.390 -0.118 -7.521
N -4.076 -0.465 -7.053
O -3.083 0.304 -7.688
C -5.689 -0.329 -9.025
C -5.682 1.387 -7.246
C -3.384 -2.582 -8.281
H -1.636 -1.211 -6.459
H -1.862 -2.865 -6.234
H -2.542 -1.734 -5.028
H -4.614 -3.692 -6.338
H -4.741 -2.586 -5.077
H -6.886 -2.831 -5.955
H -6.378 -2.766 -7.669
H -6.336 -0.516 -5.622
H -7.422 -0.523 -6.943
H -6.725 -0.174 -9.314
H -5.069 0.369 -9.594
H -5.338 -1.313 -9.329
H -5.310 1.762 -6.295
H -5.397 2.021 -8.086
H -6.762 1.553 -7.212
H -2.821 -2.016 -9.031
H -4.273 -2.899 -8.832
H -2.844 -3.528 -8.210
H -2.899 -0.202 -8.499
C -0.298 4.504 6.620
C -0.808 3.344 5.759
C -0.653 2.022 6.524
C -1.759 1.713 7.539
C -3.076 1.727 6.747
C -3.344 3.074 6.053
N -2.181 3.546 5.242
O -2.441 4.829 4.724
C -4.516 2.785 5.130
C -3.758 4.123 7.136
C 0.189 3.163 4.588
H -0.778 4.553 7.599
H -0.366 5.507 6.191
H 0.785 4.420 6.731
H -0.227 1.140 6.048
H 0.140 2.206 7.264
H -1.815 2.467 8.324
H -1.560 0.708 7.910
H -3.897 1.531 7.440
H -2.971 0.885 6.056
H -5.245 2.153 5.640
H -5.093 3.666 4.833
H -4.196 2.260 4.229
H -4.523 3.604 7.710
H -2.934 4.449 7.767
H -4.160 5.011 6.646
H -0.082 2.246 4.057
H 1.218 2.992 4.903
H 0.114 4.002 3.901
H -2.721 5.355 5.491
C 3.546 -3.247 -5.657
C 2.388 -2.236 -5.542
C 1.805 -2.332 -4.113
C 2.597 -1.621 -3.043
C 2.776 -0.148 -3.533
C 3.459 -0.032 -4.895
N 2.787 -0.894 -5.857
O 3.264 -0.699 -7.149
C 3.279 1.434 -5.338
C 4.975 -0.240 -4.748
C 1.263 -2.665 -6.506
H 3.205 -4.277 -5.737
H 4.278 -3.086 -4.865
H 4.118 -3.095 -6.577
H 0.736 -2.119 -4.055
H 1.848 -3.386 -3.812
H 3.589 -1.998 -2.781
H 2.124 -1.607 -2.058
H 3.436 0.170 -2.723
H 1.838 0.405 -3.524
H 2.348 1.703 -5.839
H 3.306 2.089 -4.466
H 4.105 1.734 -5.983
H 5.222 -1.167 -4.225
H 5.575 -0.167 -5.654
H 5.380 0.532 -4.089
H 0.782 -3.590 -6.191
H 1.579 -2.808 -7.540
H 0.514 -1.871 -6.516
H 2.459 -0.404 -7.605
```

The highest occupied orbital energy comes out at -11.39 eV. The net charge is +2. The maximum force comes out at 3.2 eV/Å.

Atomic partial charges in e from the Löwdin method, atoms 1 to 5: 1.0582, 0.1681, -0.3682, 0.2347, -0.8774